8
Properties=species:S:1:pos:R:3:forces:R:3 method="wB97M-V/def2-TZVPD" e_homo_ev="-6.061 / -10.134" relative_energy_ev=4.471 gap_ev="6.9 / 7.8" total_charge=0 multiplicity=3 lumo_ev="0.9 / -2.3" s2=2.0152 energy_ev=-8603.4860
N 1.456241 2.236760 -0.476166 2.532 2.968 -2.228
N 0.503007 0.260145 -0.982787 -0.711 -2.193 -0.214
N 0.825976 1.304459 -0.267921 0.027 0.271 -0.763
O 0.129863 1.098746 1.105907 0.336 1.506 2.644
O -0.533569 -0.105556 1.620996 -1.339 -3.624 2.244
H 0.274280 -0.628300 -0.467199 0.271 1.648 -0.688
H 0.770593 0.340114 -1.929213 0.437 -0.554 -1.001
H -1.408148 0.243556 1.624638 -1.552 -0.020 0.006